1.
DFT (ωB97M-V/def2-TZVPD) results for a cluster of 6 separate species, C49H66BrClN12O13S in total.

Each line ends with the Löwdin charge.
Cartesian coordinates (Å):
C (3.37, 5.18, 1.82)  -0.13
C (3.60, 4.11, 0.62)  -0.62
Cl (4.96, 4.80, -0.40)  0.62
C (3.96, 2.64, 1.24)  -0.17
N (2.83, 1.65, 1.15)  -0.10
C (2.67, 0.92, 2.47)  -0.50
Br (4.39, 0.19, 3.21)  0.78
C (1.43, -0.11, 2.54)  -0.16
C (1.88, -1.55, 3.16)  -0.63
O (2.54, -2.44, 2.54)  -0.13
O (1.55, -1.83, 4.50)  -0.21
C (0.53, -0.21, 1.21)  -0.17
C (0.03, -1.71, 0.84)  -0.08
C (-1.08, -2.30, 1.84)  -0.60
N (-0.60, -3.62, 2.39)  0.08
N (-2.38, -2.49, 1.06)  0.03
N (-1.42, -1.43, 3.00)  0.08
C (1.12, 0.43, -0.14)  -0.28
O (0.30, 1.52, -0.63)  -0.16
C (-0.95, 1.06, -1.19)  -0.16
C (-1.93, 2.37, -1.21)  -0.27
C (-2.59, 2.39, 0.28)  -0.08
C (-3.10, 2.27, -2.30)  -0.34
C (-4.14, 1.05, -2.00)  -0.09
C (-3.99, 3.63, -2.22)  -0.09
C (2.72, 0.82, -0.07)  -0.55
S (3.57, -0.82, -0.06)  0.86
C (2.99, 1.51, -1.49)  -0.09
C (4.40, 1.30, -2.20)  -0.63
N (4.49, 2.44, -3.22)  0.03
N (4.48, 0.07, -3.07)  0.04
N (5.64, 1.36, -1.43)  0.06
H (4.29, 5.20, 2.51)  0.07
H (2.44, 4.88, 2.42)  0.09
H (3.25, 6.24, 1.38)  0.09
H (2.58, 4.09, 0.06)  0.11
H (4.97, 2.25, 0.93)  0.11
H (4.07, 2.90, 2.37)  0.10
H (1.98, 2.27, 1.13)  0.19
H (2.43, 1.78, 3.22)  0.12
H (0.73, 0.30, 3.36)  0.14
H (-0.46, 0.37, 1.42)  0.13
H (0.90, -2.43, 0.61)  0.12
H (-0.51, -1.59, -0.19)  0.10
H (-0.69, -4.28, 1.60)  0.08
H (-1.27, -3.84, 3.14)  0.08
H (-2.16, -3.08, 0.24)  0.06
H (-2.57, -1.55, 0.67)  0.05
H (-1.95, -0.63, 2.62)  0.07
H (-2.06, -1.90, 3.65)  0.09
H (1.08, -0.39, -0.96)  0.13
H (-1.51, 0.29, -0.55)  0.11
H (-0.80, 0.75, -2.29)  0.12
H (-1.30, 3.33, -1.33)  0.14
H (-1.72, 2.51, 1.03)  0.08
H (-3.04, 1.35, 0.51)  0.07
H (-3.39, 3.20, 0.41)  0.08
H (-2.73, 2.13, -3.37)  0.13
H (-4.91, 0.93, -2.86)  0.05
H (-3.62, 0.04, -1.86)  0.08
H (-4.74, 1.27, -1.05)  0.08
H (-4.34, 4.01, -3.24)  0.08
H (-3.32, 4.40, -1.67)  0.08
H (-4.86, 3.42, -1.49)  0.08
H (2.84, -1.72, -0.83)  -0.04
H (2.23, 1.05, -2.23)  0.14
H (2.75, 2.64, -1.54)  0.12
H (4.82, 3.30, -2.76)  0.02
H (5.29, 2.15, -3.81)  0.08
H (3.94, 0.22, -3.94)  0.07
H (5.47, -0.05, -3.36)  0.08
H (5.89, 2.26, -1.02)  0.03
H (5.90, 0.55, -0.88)  0.06
C (5.65, 1.07, 9.45)  -0.07
C (6.26, 1.47, 8.27)  -0.06
C (5.50, 2.05, 7.25)  0.00
C (4.13, 2.22, 7.44)  -0.14
C (3.51, 1.82, 8.62)  0.00
C (4.28, 1.24, 9.63)  -0.06
N (3.33, 2.85, 6.39)  -0.34
O (3.90, 3.17, 5.35)  0.02
O (2.14, 3.02, 6.60)  0.08
H (6.25, 0.63, 10.24)  0.11
H (7.33, 1.34, 8.13)  0.11
H (5.99, 2.35, 6.33)  0.10
H (2.45, 1.94, 8.78)  0.12
H (3.81, 0.92, 10.56)  0.11
C (-7.64, -4.54, -3.85)  -0.07
C (-8.27, -3.49, -3.18)  -0.05
C (-7.76, -2.20, -3.29)  0.01
C (-6.62, -1.98, -4.06)  -0.14
C (-5.99, -3.03, -4.73)  0.00
C (-6.51, -4.31, -4.61)  -0.06
N (-6.10, -0.62, -4.20)  -0.34
O (-6.66, 0.28, -3.59)  0.06
O (-5.12, -0.45, -4.92)  0.05
H (-8.05, -5.55, -3.77)  0.08
H (-9.15, -3.67, -2.58)  0.10
H (-8.25, -1.39, -2.76)  0.12
H (-5.10, -2.86, -5.33)  0.12
H (-6.02, -5.14, -5.13)  0.11
C (-1.65, 0.35, -8.68)  -0.07
C (-2.56, 0.10, -7.65)  -0.06
C (-2.10, -0.23, -6.38)  0.00
C (-0.73, -0.31, -6.15)  -0.14
C (0.19, -0.07, -7.17)  0.00
C (-0.28, 0.26, -8.44)  -0.07
N (-0.25, -0.64, -4.80)  -0.33
O (-1.09, -0.86, -3.94)  0.05
O (0.96, -0.67, -4.62)  0.06
H (-2.01, 0.61, -9.67)  0.11
H (-3.62, 0.17, -7.84)  0.11
H (-2.82, -0.42, -5.59)  0.09
H (1.25, -0.14, -7.00)  0.12
H (0.42, 0.45, -9.24)  0.11
C (-8.57, -9.97, -0.06)  -0.07
C (-7.92, -9.28, -1.07)  -0.06
C (-8.49, -8.12, -1.60)  0.00
C (-9.71, -7.68, -1.10)  -0.14
C (-10.37, -8.38, -0.09)  0.00
C (-9.79, -9.53, 0.43)  -0.06
N (-10.31, -6.45, -1.63)  -0.32
O (-9.71, -5.87, -2.53)  0.03
O (-11.36, -6.07, -1.15)  0.09
H (-8.12, -10.87, 0.36)  0.11
H (-6.96, -9.63, -1.44)  0.11
H (-7.97, -7.59, -2.39)  0.11
H (-11.33, -8.04, 0.30)  0.12
H (-10.30, -10.08, 1.22)  0.11
C (8.01, 4.74, 1.59)  -0.08
C (7.10, 4.49, 2.60)  -0.06
C (7.54, 4.16, 3.88)  0.02
C (8.91, 4.07, 4.12)  -0.14
C (9.84, 4.31, 3.10)  0.00
C (9.38, 4.64, 1.83)  -0.06
N (9.39, 3.74, 5.47)  -0.34
O (8.55, 3.52, 6.33)  0.07
O (10.59, 3.70, 5.65)  0.08
H (7.66, 5.01, 0.60)  0.08
H (6.04, 4.57, 2.41)  0.05
H (6.82, 3.97, 4.66)  0.11
H (10.90, 4.24, 3.28)  0.12
H (10.09, 4.83, 1.04)  0.11

Calculated values
SMILES = CC(C)[C@@H](C)CO[C@@H]1[C@@H](CC(N)(N)N)[C@@H](C(=O)[O-])[C@@H](Br)[N@@H+](C[C@@H](C)Cl)[C@]1(S)CC(N)(N)N.O=[N+]([O-])c1ccccc1.O=[N+]([O-])c1ccccc1.O=[N+]([O-])c1ccccc1.O=[N+]([O-])c1ccccc1.O=[N+]([O-])c1ccccc1
Kohn-Sham gap = 5.22 eV

2.
DFT (ωB97M-V/def2-TZVPD) results for the molecule C6H8O2.

Each line ends with the Löwdin charge.
Cartesian coordinates (Å):
C (1.47, 1.34, 1.48)  -0.09
C (0.81, 0.21, 0.68)  -0.16
C (0.50, 0.34, -0.62)  -0.11
C (-0.44, -0.31, -1.26)  -0.35
C (-1.13, -1.15, -0.08)  -0.06
C (-0.27, -0.85, 0.96)  -0.41
H (0.73, 1.71, 2.42)  0.12
H (1.59, 2.48, 1.00)  0.12
H (2.61, 0.82, 1.87)  0.14
H (1.17, 1.09, -1.02)  0.13
H (0.18, -1.01, -1.94)  0.18
H (-1.95, -0.39, -2.80)  0.15
H (-2.22, -0.80, 0.09)  0.17
H (-1.22, -2.17, -0.52)  0.15
O (-1.45, 0.29, -2.18)  -0.08
O (-0.37, -1.60, 1.93)  0.07

Calculated values
SMILES = CC1=C[C@H](O)CC1=O
ΔE to the lowest compared entry with this formula, charge and spin = 5.0847 eV
Kohn-Sham gap = 9.36 eV

3.
DFT (ωB97M-V/def2-TZVPD) results for a structure of composition C55H55BrN4O3P2PbS3.

Each line ends with the Löwdin charge.
Cartesian coordinates (Å):
Pb (1.12, 2.10, 1.06)  1.00
C (-2.17, 5.72, -4.22)  -0.09
O (-1.43, 6.70, -3.52)  -0.08
C (-0.81, 6.32, -2.36)  -0.28
C (-0.02, 7.32, -1.75)  -0.03
C (0.61, 7.01, -0.58)  -0.04
C (0.52, 5.74, 0.05)  -0.11
C (1.17, 5.56, 1.34)  -0.40
C (1.89, 6.73, 1.98)  -0.02
O (1.17, 4.50, 1.98)  -0.14
C (-0.24, 4.71, -0.60)  -0.37
O (-0.38, 3.51, -0.18)  -0.25
C (-0.93, 5.07, -1.80)  0.03
H (-2.53, 6.20, -5.13)  0.09
H (-3.02, 5.37, -3.63)  0.09
H (-1.54, 4.87, -4.48)  0.08
H (0.06, 8.29, -2.21)  0.11
H (1.20, 7.78, -0.11)  0.10
H (1.24, 7.59, 2.11)  0.08
H (2.74, 7.05, 1.36)  0.09
H (2.26, 6.40, 2.95)  0.08
H (-1.54, 4.30, -2.23)  0.09
N (-0.96, 0.39, 0.69)  -0.34
S (-2.12, -0.38, 0.29)  0.72
N (-2.13, -1.09, -1.21)  -0.35
S (-1.12, -2.21, -1.54)  0.84
N (0.30, -2.34, -1.00)  -0.35
S (1.52, -1.14, -0.88)  0.71
N (1.74, -0.52, 0.40)  -0.33
C (2.90, -2.13, -1.42)  -0.33
C (2.88, -3.51, -1.55)  -0.07
C (4.07, -4.17, -1.83)  -0.08
C (5.25, -3.45, -1.98)  -0.08
C (5.25, -2.06, -1.84)  -0.06
C (4.08, -1.39, -1.55)  -0.08
C (1.19, -0.18, -2.37)  -0.32
C (1.65, -0.60, -3.62)  -0.07
C (1.39, 0.17, -4.74)  -0.07
C (0.66, 1.35, -4.61)  -0.06
C (0.20, 1.75, -3.37)  -0.05
C (0.46, 0.99, -2.24)  -0.13
C (-1.82, -3.78, -1.10)  -0.31
C (-3.05, -4.11, -1.67)  -0.06
C (-3.65, -5.31, -1.33)  -0.06
C (-3.03, -6.15, -0.41)  -0.07
C (-1.82, -5.81, 0.16)  -0.07
C (-1.20, -4.61, -0.18)  -0.06
C (-1.16, -2.26, -3.31)  -0.31
C (-0.38, -3.24, -3.91)  -0.06
C (-0.34, -3.32, -5.29)  -0.06
C (-1.08, -2.42, -6.05)  -0.07
C (-1.85, -1.44, -5.44)  -0.06
C (-1.90, -1.35, -4.05)  -0.05
C (-2.48, -1.80, 1.32)  -0.33
C (-1.44, -2.19, 2.15)  -0.06
C (-1.60, -3.33, 2.92)  -0.06
C (-2.78, -4.06, 2.86)  -0.08
C (-3.81, -3.66, 2.01)  -0.07
C (-3.66, -2.52, 1.23)  -0.08
C (-3.68, 0.47, 0.13)  -0.31
C (-4.46, 0.68, 1.26)  -0.07
C (-5.55, 1.52, 1.18)  -0.07
C (-5.85, 2.17, -0.01)  -0.08
C (-5.04, 1.98, -1.13)  -0.07
C (-3.95, 1.13, -1.07)  -0.06
H (1.96, -4.05, -1.42)  0.09
H (4.08, -5.24, -1.93)  0.10
H (6.17, -3.97, -2.21)  0.10
H (6.17, -1.51, -1.95)  0.11
H (4.06, -0.32, -1.41)  0.09
H (2.23, -1.51, -3.72)  0.11
H (1.76, -0.14, -5.70)  0.11
H (0.48, 1.97, -5.48)  0.11
H (-0.35, 2.68, -3.25)  0.09
H (0.07, 1.32, -1.29)  0.03
H (-3.52, -3.43, -2.37)  0.12
H (-4.59, -5.58, -1.77)  0.11
H (-3.51, -7.09, -0.15)  0.11
H (-1.35, -6.46, 0.88)  0.11
H (-0.26, -4.31, 0.26)  0.11
H (0.20, -3.92, -3.30)  0.11
H (0.26, -4.07, -5.77)  0.11
H (-1.04, -2.48, -7.13)  0.11
H (-2.41, -0.74, -6.04)  0.11
H (-2.48, -0.60, -3.55)  0.10
H (-0.52, -1.61, 2.16)  0.10
H (-0.79, -3.65, 3.57)  0.10
H (-2.90, -4.94, 3.47)  0.11
H (-4.72, -4.23, 1.96)  0.11
H (-4.44, -2.21, 0.56)  0.12
H (-4.21, 0.19, 2.19)  0.12
H (-6.17, 1.68, 2.05)  0.11
H (-6.70, 2.84, -0.07)  0.10
H (-5.26, 2.50, -2.05)  0.11
H (-3.30, 0.99, -1.92)  0.10
C (1.18, 1.48, 6.63)  -0.30
P (1.15, 1.41, 4.80)  0.87
C (-0.65, 1.22, 4.51)  -0.29
C (1.76, -0.31, 4.52)  -0.39
C (1.18, -1.40, 5.17)  -0.11
C (1.63, -2.69, 4.97)  -0.11
C (2.68, -2.91, 4.08)  -0.08
C (3.27, -1.84, 3.44)  -0.09
C (2.83, -0.53, 3.66)  -0.39
P (3.56, 0.91, 2.76)  0.79
C (4.88, 0.15, 1.75)  -0.30
C (4.56, 1.69, 4.08)  -0.28
H (0.59, 0.69, 7.09)  0.03
H (0.79, 2.44, 6.96)  0.03
H (2.21, 1.40, 6.98)  0.03
H (-1.09, 0.41, 5.09)  0.03
H (-0.83, 1.04, 3.44)  0.00
H (-1.14, 2.15, 4.77)  0.04
H (0.35, -1.23, 5.86)  0.09
H (1.17, -3.52, 5.49)  0.10
H (3.04, -3.91, 3.90)  0.10
H (4.08, -2.02, 2.74)  0.09
H (4.44, -0.54, 1.03)  0.01
H (5.64, -0.35, 2.34)  0.04
H (5.34, 0.97, 1.18)  0.03
H (5.19, 0.96, 4.59)  0.04
H (3.92, 2.18, 4.80)  0.01
H (5.20, 2.45, 3.63)  0.04
Br (3.07, 2.65, -0.81)  -0.10

Calculated values
ΔE to the lowest compared entry with this formula, charge and spin = 0.2237 eV
Kohn-Sham gap = 6.69 eV

4.
DFT (ωB97M-V/def2-TZVPD) results for the molecule C2H4N2OS2.

Each line ends with the Löwdin charge.
Cartesian coordinates (Å):
C (1.12, 0.93, -0.32)  -0.41
C (-0.79, -1.75, 0.84)  -0.61
H (-1.95, 2.70, -0.10)  -0.14
H (2.19, 1.31, -0.42)  0.14
H (1.84, -0.87, -0.75)  0.05
H (-0.19, -1.22, 1.57)  0.09
N (0.20, 1.81, -0.20)  -0.37
N (1.04, -0.43, -0.44)  -0.34
O (-1.70, -2.52, 1.03)  -0.03
S (-1.47, 1.47, -0.45)  0.66
S (-0.28, -1.43, -0.77)  0.96

Calculated values
SMILES = O=CSN/C=N\S
ΔE to the lowest compared entry with this formula, charge and spin = 1.7751 eV
Kohn-Sham gap = 9.04 eV

Electronic energy across the listed records, respectively: -189761.4498; -10441.6417; -196398.4378; -28835.3081 eV.